19
Properties=species:S:1:pos:R:3 method="wB97M-V/def2-TZVPD" homo_lumo_gap_ev=7.47 homo_energy_ev=-6.72 total_charge=0 molar_mass_g_mol=104.15 energy_ev=-9469.546 de_lowest_kcal_mol=128.9 multiplicity=1
C -2.599 0.060 0.851
C -1.218 -0.532 0.545
C -0.246 0.492 -0.002
O -0.351 1.744 0.578
C 1.300 -0.844 -0.519
C 2.228 -0.276 -1.556
O 1.354 0.110 0.701
H -2.567 0.813 1.645
H -3.036 0.534 -0.034
H -3.278 -0.733 1.178
H -0.783 -0.969 1.451
H -1.284 -1.338 -0.188
H -0.262 0.680 -1.069
H -0.413 1.636 1.540
H 1.693 -1.789 -0.123
H 1.824 0.632 -2.035
H 3.233 -0.010 -1.167
H 2.380 -1.013 -2.352
H 2.025 0.802 0.554


14
Properties=species:S:1:pos:R:3 method="wB97M-V/def2-TZVPD" homo_lumo_gap_ev=9.70 homo_energy_ev=-8.75 total_charge=0 molar_mass_g_mol=88.11 smiles="[H]/N=C/N.[H]/N=C/N" energy_ev=-8162.487 de_lowest_kcal_mol=40.7 multiplicity=1
N 1.348 -0.343 0.783
C 1.329 1.018 0.710
N 0.252 1.762 0.823
H 0.674 -1.035 0.609
H 2.174 -0.658 1.199
H 2.388 1.446 0.665
H 0.503 2.764 0.923
N -1.270 -0.499 0.207
C -1.367 -0.692 -1.140
N -1.105 -1.715 -1.829
H -1.161 0.387 0.599
H -1.703 -1.232 0.872
H -1.511 0.269 -1.739
H -0.552 -1.475 -2.682


58
Properties=species:S:1:pos:R:3 method="wB97M-V/def2-TZVPD" homo_lumo_gap_ev=8.92 homo_energy_ev=-9.00 total_charge=0 molar_mass_g_mol=656.75 energy_ev=-70984.165 multiplicity=1
C 4.831 0.011 0.959
C 4.197 0.264 -0.383
I 5.628 0.388 -1.908
C 2.884 0.394 -0.578
I 1.699 0.393 1.151
C 2.217 0.658 -1.909
Cl 2.532 2.416 -2.304
O 2.745 -0.206 -2.882
S 1.864 -0.161 -4.237
O 1.891 -1.462 -4.789
O 2.207 0.977 -5.006
O 0.509 0.079 -3.481
C 0.665 0.491 -2.080
O 0.166 -0.493 -1.304
C -1.269 -0.507 -1.175
C -1.795 0.555 -0.193
C -2.187 -0.121 1.123
C -2.972 1.389 -0.758
C -2.845 2.921 -0.631
C -1.999 3.538 -1.756
C -2.355 3.371 0.747
H 5.915 0.017 0.891
H 4.513 -0.964 1.337
H 4.521 0.774 1.676
H 0.147 1.443 -1.994
H -1.722 -0.416 -2.166
H -1.481 -1.514 -0.815
H -0.955 1.222 0.030
H -2.373 0.613 1.909
H -1.414 -0.809 1.471
H -3.102 -0.705 0.986
H -3.127 1.143 -1.813
H -3.886 1.091 -0.235
H -3.863 3.312 -0.739
H -2.613 3.806 -2.617
H -1.239 2.845 -2.122
H -1.476 4.437 -1.422
H -2.443 4.456 0.833
H -2.939 2.919 1.552
H -1.300 3.129 0.906
C -2.499 0.102 5.780
C -3.134 -1.027 4.992
O -2.184 -1.767 4.235
H -1.963 0.778 5.112
H -3.254 0.672 6.322
H -1.785 -0.288 6.510
H -3.839 -0.632 4.259
H -3.691 -1.692 5.660
H -1.546 -2.153 4.845
C 2.871 -4.004 -2.450
C 2.614 -4.339 -0.996
O 2.749 -3.207 -0.145
H 3.866 -3.574 -2.574
H 2.797 -4.898 -3.073
H 2.145 -3.279 -2.822
H 3.344 -5.060 -0.628
H 1.620 -4.785 -0.877
H 2.111 -2.540 -0.424


7
Properties=species:S:1:pos:R:3 method="wB97M-V/def2-TZVPD" homo_lumo_gap_ev=10.49 homo_energy_ev=-10.94 total_charge=0 molar_mass_g_mol=87.04 smiles=Oc1nnon1 energy_ev=-9614.397 de_lowest_kcal_mol=69.4 multiplicity=1
C 0.659 0.129 -0.100
H 2.210 -0.781 0.249
N 0.039 -1.074 -0.154
N -1.270 -0.817 0.131
N -0.257 1.242 -0.030
O 1.968 0.111 0.075
O -1.437 0.458 0.016


60
Properties=species:S:1:pos:R:3 method="wB97M-V/def2-TZVPD" homo_lumo_gap_ev=8.62 homo_energy_ev=-8.49 total_charge=0 molar_mass_g_mol=465.58 smiles="CC(C)CCNC(=O)[C@H](c1ccco1)N(Cc1cccs1)C(=O)Cn1nnc2ccccc21" energy_ev=-49754.164 de_lowest_kcal_mol=43.1 multiplicity=1
C -2.500 -5.010 0.788
H -3.452 -4.830 0.292
H -2.538 -4.562 1.778
H -2.371 -6.084 0.902
C -1.355 -4.416 -0.032
C -1.296 -5.079 -1.406
H -0.426 -4.747 -1.965
H -1.239 -6.160 -1.300
H -2.188 -4.839 -1.980
C -1.535 -2.899 -0.144
C -0.350 -2.202 -0.809
N -0.489 -0.765 -0.724
C -0.530 0.030 -1.799
O -0.457 -0.341 -2.949
C -0.674 1.532 -1.408
C -1.325 2.311 -2.508
C -2.608 2.765 -2.619
C -2.688 3.414 -3.875
C -1.450 3.306 -4.427
O -0.622 2.641 -3.608
H -1.047 3.648 -5.359
H -3.547 3.890 -4.299
H -3.396 2.646 -1.903
N 0.640 2.070 -1.083
C 0.903 2.984 -0.131
O 1.993 3.500 0.015
C -0.213 3.287 0.891
N -0.198 2.230 1.863
C 0.535 2.150 3.007
C 1.373 3.028 3.684
C 1.942 2.556 4.843
C 1.692 1.260 5.324
C 0.869 0.383 4.662
C 0.283 0.837 3.479
N -0.548 0.235 2.588
N -0.810 1.058 1.652
H 0.675 -0.613 5.023
H 2.170 0.951 6.242
H 2.606 3.197 5.404
H 1.578 4.018 3.309
H -1.201 3.372 0.439
H 0.046 4.223 1.389
C 1.749 1.645 -1.932
C 2.372 0.397 -1.393
C 2.675 0.105 -0.098
C 3.246 -1.176 0.060
C 3.371 -1.837 -1.119
S 2.783 -0.912 -2.444
H 3.775 -2.813 -1.296
H 3.551 -1.580 1.010
H 2.512 0.788 0.718
H 1.383 1.481 -2.946
H 2.482 2.460 -1.937
H -1.326 1.560 -0.534
H -0.610 -0.371 0.201
H -0.284 -2.448 -1.870
H 0.581 -2.499 -0.313
H -2.443 -2.681 -0.710
H -1.655 -2.481 0.859
H -0.414 -4.614 0.493


10
Properties=species:S:1:pos:R:3 method="wB97M-V/def2-TZVPD" homo_lumo_gap_ev="5.80 / 6.59" homo_energy_ev="-5.52 / -9.82" total_charge=0 molar_mass_g_mol=226.04 energy_ev=-25070.621 de_lowest_kcal_mol=7.6 multiplicity=3
C -1.237 1.071 0.026
C -2.865 1.052 0.189
C -0.268 -0.069 -0.175
N -0.896 2.316 -0.109
N -3.359 2.212 0.031
S -2.148 3.344 0.042
I -3.545 -0.839 0.006
H -0.601 -1.061 -0.233
H 0.057 0.063 -1.294
H 0.590 0.142 0.417